1.
Formula: C40H67BBr2Cl51O3P2
Source: OMol25
Level of theory: the ωB97M-V functional and the def2-TZVPD basis

- Net charge: -1
- Electronic energy: -846687.0151 eV

Geometry (Å):
1 Cl 7.66 -5.01 10.35
2 Cl 2.59 3.42 -6.38
3 Cl 8.01 -0.39 2.19
4 Cl 0.49 -5.25 -0.85
5 C -4.04 1.58 6.98
6 O -7.39 0.56 -0.91
7 C 9.58 0.03 2.86
8 C 0.92 -0.59 -8.67
9 B -5.22 1.84 1.56
10 C -7.62 2.54 -5.27
11 H 3.62 0.15 2.10
12 Cl 0.54 -0.04 -10.30
13 C -3.00 0.03 1.81
14 C -3.22 2.03 -0.22
15 C -3.40 -4.12 5.17
16 H -7.22 -0.39 2.15
17 Cl 5.13 -1.06 -11.00
18 Cl 7.54 -2.62 -11.93
19 H -0.56 -2.37 3.63
20 H 9.83 -0.70 3.63
21 H 0.92 -3.49 1.18
22 Cl 2.54 2.38 -3.67
23 Cl -2.35 -5.85 -0.79
24 C 2.45 1.91 2.26
25 Cl 7.55 0.53 -10.50
26 H 2.22 1.21 -5.67
27 H 9.79 -2.96 -11.35
28 H -3.61 2.34 -2.42
29 C 1.92 2.19 -5.31
30 H -2.24 1.30 -2.10
31 Cl -4.49 -2.74 5.02
32 H -5.22 -0.15 3.87
33 H 3.35 2.47 2.54
34 H -6.81 3.31 -0.69
35 H 0.65 0.11 2.19
36 Cl -1.91 -1.22 -12.17
37 H 2.91 -2.97 2.24
38 H -3.70 2.98 0.03
39 C 2.72 0.55 1.62
40 C -4.04 -2.00 -4.78
41 Cl 3.18 -5.23 6.15
42 H 2.80 -0.97 3.71
43 H -0.68 -6.85 -2.08
44 Cl 0.80 -4.06 7.33
45 Cl -3.74 3.28 7.36
46 Cl -4.55 5.92 0.37
47 H -2.04 3.82 -2.85
48 H 1.11 -1.18 3.98
49 Cl 4.92 -5.94 10.14
50 Cl 13.94 2.41 4.39
51 H -4.78 -1.88 1.07
52 O -6.61 2.10 1.53
53 Cl 9.52 1.62 3.62
54 Br 0.12 -0.78 -2.29
55 H 11.90 2.44 5.53
56 C -3.28 7.14 0.26
57 H -3.13 7.56 1.25
58 H 2.38 2.74 -0.48
59 C 1.58 -0.43 1.97
60 C 6.51 -5.92 9.37
61 Cl 6.42 -5.26 7.74
62 Cl -0.33 -0.05 -7.53
63 H -0.22 1.82 -1.90
64 H -0.24 -0.94 0.15
65 Cl -6.20 1.63 -5.79
66 Cl -1.80 -0.86 -15.05
67 H -6.79 -2.02 2.12
68 O -4.58 2.73 2.49
69 C 0.80 -3.45 2.26
70 Cl -2.64 -2.91 -5.39
71 Cl -4.84 -2.88 -3.49
72 H 6.46 -2.42 2.85
73 Cl -3.36 1.11 5.41
74 Cl -3.76 8.45 -0.83
75 Cl 10.83 -0.02 1.62
76 C -1.82 -0.05 -13.48
77 C 9.19 -3.20 -12.22
78 H 0.79 -4.49 2.61
79 H -2.22 -2.07 0.23
80 C 1.88 -1.30 3.22
81 H -4.74 -1.89 -5.60
82 C 2.06 -2.78 2.88
83 H -3.87 -4.85 5.82
84 Cl -1.13 -4.86 -3.22
85 C 6.33 -3.03 3.73
86 C 0.39 3.54 -0.67
87 H -6.07 -1.32 0.14
88 H -1.01 0.52 -0.39
89 H -1.33 -3.61 2.67
90 Cl 4.96 1.54 -9.72
91 Cl 12.23 0.17 5.08
92 H -7.91 1.31 -0.59
93 C -2.19 0.82 2.59
94 C -3.54 -0.70 -0.92
95 C -1.83 3.35 -1.88
96 Cl -5.77 1.25 7.01
97 H 1.41 -1.11 1.13
98 C -2.81 2.13 -1.70
99 H -4.84 -1.79 3.48
100 Cl -1.88 -3.63 5.91
101 H -1.63 5.37 7.28
102 Cl -8.42 1.72 -3.92
103 H -3.56 0.97 7.74
104 Br -6.92 -1.75 4.89
105 P -4.31 0.54 0.39
106 Cl 13.43 1.78 7.18
107 H -2.26 2.12 0.31
108 H 2.55 -5.19 8.41
109 C -6.11 2.90 -1.42
110 C 1.50 2.83 1.46
111 C 5.83 0.57 -10.90
112 H -2.93 -1.02 2.12
113 H -8.31 2.58 -6.10
114 H -5.21 3.53 -1.45
115 Cl 9.22 -4.95 -12.44
116 Cl 5.21 -2.21 4.81
117 C 1.40 2.54 -0.04
118 Cl 9.90 -2.38 -13.61
119 C -0.57 5.21 7.12
120 H -2.05 -2.05 -1.45
121 H -1.43 1.45 2.13
122 H -4.19 -1.57 -1.00
123 Cl -0.07 3.85 8.13
124 C -0.91 -0.53 -0.61
125 C -5.66 -1.08 3.55
126 C -0.35 2.90 -1.87
127 Cl -3.14 -4.89 3.60
128 C -5.40 -0.99 0.95
129 Cl -3.55 -0.39 -4.27
130 Cl 5.68 -4.59 3.22
131 C 2.50 -4.48 7.60
132 C 12.76 1.79 5.54
133 H -2.06 4.12 -1.14
134 Cl 3.42 -3.04 8.05
135 H -3.63 -0.33 -1.95
136 H 2.27 -3.29 3.83
137 Cl 0.28 6.69 7.60
138 H 6.86 -6.94 9.30
139 P -5.81 1.07 -1.29
140 Cl -7.18 4.19 -4.83
141 H -4.53 2.24 3.32
142 H 0.93 -1.67 -8.67
143 Cl 0.16 2.24 -5.32
144 C -2.19 -1.36 -0.60
145 H 0.12 3.33 -2.75
146 C -0.56 -2.83 2.65
147 H 1.03 1.55 -0.28
148 H 0.84 4.49 -0.96
149 H -2.20 0.85 3.70
150 H -2.69 0.58 -13.44
151 H -6.89 2.30 2.43
152 H -0.83 -2.09 1.90
153 H -0.35 3.76 0.11
154 C -6.32 -1.02 2.18
155 Cl -0.32 4.87 5.42
156 H 0.49 2.87 1.87
157 Cl -0.39 0.98 -13.31
158 C -0.89 -5.84 -1.78
159 H 1.87 3.86 1.55
160 H 1.95 1.70 3.21
161 H -6.59 3.05 -2.39
162 Cl -1.76 6.42 -0.27
163 Cl 2.52 -0.03 -8.19
164 H 5.73 1.04 -11.87
165 Cl 7.91 -3.23 4.51
166 H 2.95 0.57 0.55



2.
Formula: C38H39BrGeInN2O2Te
Source: OMol25
Level of theory: the ωB97M-V functional and the def2-TZVPD basis

- Net charge: +1
- Electronic energy: -186132.9932 eV

Geometry (Å):
1 C -4.91 -0.88 0.21
2 C 3.03 0.27 3.72
3 C 0.82 2.56 2.25
4 C 5.45 -3.68 3.44
5 C -2.70 -1.09 -0.56
6 H -0.95 -1.41 3.06
7 H 3.56 -4.46 0.75
8 H 5.92 -4.25 1.43
9 H -0.84 5.22 -2.83
10 C 2.95 0.33 1.30
11 H 6.49 -3.59 3.74
12 C -3.96 -1.64 -0.44
13 H -2.94 1.75 0.96
14 H 2.45 -2.70 -4.20
15 H -4.18 -2.62 -0.86
16 H -5.29 0.99 1.21
17 C 3.27 -2.04 -0.99
18 C 4.64 -0.77 -2.49
19 C 3.99 -1.34 -3.57
20 C -4.56 0.36 0.71
21 C -0.99 2.08 -4.10
22 Te 0.77 -3.96 2.06
23 C -0.58 4.51 2.01
24 H 2.52 2.52 -4.27
25 H -1.16 2.65 -0.87
26 H 1.66 -1.52 1.49
27 H -1.31 2.50 2.32
28 C 2.61 -2.61 -2.06
29 C 0.96 1.09 2.46
30 H 1.85 -3.37 -1.89
31 C -0.11 2.57 -1.11
32 C 4.44 -3.43 4.36
33 H 2.83 2.86 -2.56
34 C 3.11 -3.53 3.98
35 C 4.35 -0.17 3.69
36 In 0.34 0.54 -0.41
37 H 4.29 -1.09 -4.58
38 C 2.96 -2.25 -3.36
39 C 0.55 5.31 1.90
40 C 3.81 -4.15 1.76
41 O 2.29 0.71 0.21
42 C 4.93 -0.41 2.45
43 H -5.92 -1.26 0.31
44 C 1.95 3.37 2.15
45 C 1.81 4.74 1.98
46 H 4.53 -0.67 5.78
47 O 6.16 -0.22 -0.11
48 H 3.05 -2.36 0.02
49 Br -1.33 -2.02 -1.49
50 H 0.44 6.38 1.78
51 H 0.67 -1.14 3.70
52 H 0.86 5.38 -2.36
53 H 2.93 2.93 2.19
54 C 4.24 -0.21 1.25
55 C -0.45 3.14 2.19
56 C 0.04 -1.04 2.81
57 H -0.89 0.99 -4.03
58 H -0.88 2.37 -5.14
59 H 2.69 5.37 1.92
60 C 2.34 0.53 2.55
61 C 2.17 2.34 -3.25
62 C 2.79 -3.88 2.67
63 H -1.57 4.95 1.97
64 N -2.33 0.07 -0.06
65 Ge 0.35 2.97 -2.99
66 C -3.26 0.79 0.57
67 H 0.50 3.11 -0.38
68 C 5.15 -0.32 4.96
69 C 4.26 -1.09 -1.19
70 H 2.55 0.44 4.68
71 H 5.95 -0.76 2.38
72 H 0.05 -1.76 0.78
73 H -1.99 2.37 -3.77
74 H 5.56 0.65 5.26
75 C 4.98 -0.46 -0.03
76 H 5.44 -0.06 -2.63
77 H 2.32 -3.34 4.70
78 H 2.23 1.27 -3.05
79 N -0.10 0.36 2.44
80 C 0.18 4.92 -3.07
81 H 4.68 -3.18 5.39
82 H 0.42 5.28 -4.07
83 C 0.65 -1.85 1.69
84 C 5.13 -4.04 2.14
85 H 5.98 -1.01 4.83



3.
Formula: C4H5FN2O
Source: OMol25
Level of theory: the ωB97M-V functional and the def2-TZVPD basis

- SMILES string: FCCc1cnon1
- Net charge: 0
- Energy relative to the best compared isomer or geometry (same formula, charge and spin): 76.0 kcal per mole
- Electronic energy: -11970.7462 eV

Geometry (Å):
1 C 0.81 -0.02 0.76
2 H 1.45 -1.20 -1.24
3 C 1.67 -0.27 -0.56
4 H 1.03 -0.75 1.57
5 N -1.18 -1.22 0.26
6 C -1.63 0.87 -0.06
7 O -2.45 -1.09 -0.23
8 H -1.50 1.97 -0.08
9 H 0.86 1.08 1.18
10 H 1.31 0.69 -1.12
11 N -2.74 0.29 -0.48
12 C -0.63 -0.06 0.30
13 F 3.00 -0.29 -0.29